Density functional theory data (the ωB97M-V functional and the def2-TZVPD basis) for a molecular structure, C49H33AsN8O4PtS.

Geometry (Å):
1 Pt 0.242 0.775 -0.238
2 As -1.053 -0.969 0.785
3 S 1.897 0.734 -2.511
4 O 1.899 1.740 -1.404
5 O 1.328 1.100 -3.758
6 O 2.675 3.628 6.319
7 O 0.694 4.327 5.861
8 N -0.124 2.179 1.236
9 N 7.379 -1.162 -3.276
10 N 0.621 -1.725 -3.584
11 N 1.801 0.324 1.109
12 N -7.097 3.801 -6.250
13 N 0.972 -0.401 -1.696
14 N 1.694 3.686 5.619
15 N -0.923 -1.701 -1.785
16 C -1.035 -0.533 2.659
17 C -3.128 2.184 -3.031
18 C -1.203 4.023 2.244
19 C 4.483 0.451 -1.748
20 C -0.329 4.002 3.301
21 C 0.002 -1.222 4.711
22 C 3.752 -0.746 1.937
23 C -1.604 0.584 4.692
24 C 6.113 -0.728 -3.086
25 C 1.857 -4.359 2.119
26 C 0.771 2.147 2.262
27 C -3.305 -2.651 0.688
28 C 5.109 -1.016 -4.033
29 C 0.104 -2.458 1.149
30 C 3.824 -0.575 -3.848
31 C 1.338 -3.404 2.983
32 C 3.764 0.074 3.036
33 C -5.026 1.666 -4.420
34 C 0.183 -1.305 -2.405
35 C -1.388 -3.003 -3.712
36 C -6.242 3.456 -5.566
37 C -3.281 3.540 -3.323
38 C 2.740 -0.596 0.983
39 C -1.711 -2.549 -2.450
40 C -4.301 3.958 -4.157
41 C -1.201 1.364 -1.422
42 C -2.082 1.739 -2.155
43 C -3.765 -0.387 -0.054
44 C 1.802 1.153 2.182
45 C 5.772 0.016 -1.939
46 C -4.005 1.250 -3.587
47 C 0.622 -3.410 0.284
48 C -5.533 -2.020 0.037
49 C 1.705 2.868 4.373
50 C 2.688 1.950 4.291
51 C -4.640 -2.978 0.498
52 C 0.458 -2.442 2.508
53 C 1.501 -4.365 0.777
54 C -0.168 -1.386 3.341
55 C -0.177 -2.567 -4.233
56 C -2.881 -1.357 0.400
57 C -5.098 -0.730 -0.234
58 C -5.176 3.022 -4.704
59 C -0.706 -0.230 5.376
60 C 2.766 1.058 3.177
61 C 0.701 3.033 3.343
62 C -1.083 3.088 1.218
63 C -1.775 0.431 3.323
64 C 3.502 0.150 -2.696
65 H -2.592 4.261 -2.905
66 H -0.423 4.721 4.097
67 H 2.682 -1.226 0.104
68 H 0.661 -1.873 5.271
69 H -2.616 -2.862 -1.940
70 H -6.573 -2.280 -0.109
71 H 7.646 -1.587 -4.146
72 H -5.798 0.016 -0.588
73 H -2.032 -3.677 -4.256
74 H 4.531 -0.023 3.795
75 H -5.708 0.950 -4.857
76 H 0.171 -2.907 -5.201
77 H 4.237 1.063 -0.890
78 H -2.490 1.051 2.792
79 H -4.424 5.006 -4.392
80 H -2.610 -3.400 1.050
81 H 1.899 -5.121 0.113
82 H -3.423 0.611 -0.283
83 H -2.180 1.326 5.231
84 H 4.503 -1.509 1.792
85 H 2.536 -5.111 2.499
86 H 5.365 -1.574 -4.925
87 H -3.877 0.199 -3.364
88 H 8.122 -0.851 -2.677
89 H -0.581 -0.109 6.444
90 H -1.751 3.065 0.367
91 H 6.543 0.274 -1.224
92 H 3.413 1.886 5.091
93 H 0.346 -3.427 -0.759
94 H -4.981 -3.982 0.713
95 H 3.059 -0.777 -4.584
96 H 1.616 -3.423 4.028
97 H -1.989 4.763 2.195

ΔE to the lowest compared entry with this formula, charge and spin: 0.00 kJ/mol
HOMO-LUMO gap: 6.138 eV
Charge: +2
LUMO: -6.722 eV

Atom charges from the Mulliken analysis, given in e for atoms 1 to 8: atom 1 (Pt): 1.444, atom 2 (As): 1.894, atom 3 (S): 1.640, atom 4 (O): -0.756, atom 5 (O): -0.647, atom 6 (O): -0.606, atom 7 (O): -0.609, atom 8 (N): 0.228